{"formula": "C12H12F3NOS2", "method": "ωB97M-V/def2-TZVPD", "energy_ha": -1690.357571, "orbital_gap_ev": 8.5, "de_lowest_kcal_mol": 46.4, "homo_energy_ev": -8.75, "species": ["C", "F", "C", "S", "S", "C", "H", "H", "H", "H", "H", "O", "H", "C", "H", "H", "C", "C", "F", "C", "C", "F", "C", "C", "H", "C", "H", "N", "H", "C", "H"], "xyz": [[0.9319, 0.0275, 2.3923], [1.0495, 0.9484, 3.3826], [-0.8933, -1.6631, 5.1815], [-3.6051, -1.1821, 4.9515], [-2.3299, -3.3815, 3.6354], [-4.7714, -2.5594, 4.6781], [2.5597, -0.6821, 6.6941], [-2.5936, -0.3535, 1.2952], [0.0725, -3.4997, 4.5594], [-4.3989, -4.5795, 4.0684], [2.3129, -2.8364, 5.4327], [-0.4394, -1.5260, 1.2601], [0.5664, 0.8201, 7.0130], [1.4513, -2.1645, 5.5603], [-1.6374, 0.1264, 6.0990], [-5.0724, -3.0003, 5.6206], [-0.7587, -0.4855, 5.9435], [0.4773, -0.1157, 6.4649], [1.9173, -0.9055, 2.5798], [-0.4756, -0.7187, 2.2514], [-2.6544, 0.0322, 2.3380], [1.2098, 0.6617, 1.2261], [1.5810, -0.9732, 6.2859], [-4.1751, -3.5564, 3.7334], [-3.5976, -0.2886, 2.8651], [0.2090, -2.5390, 5.0533], [-2.6202, 1.1625, 2.2697], [-1.5469, -0.4992, 3.0831], [-4.5118, -3.4511, 2.7016], [-2.0866, -1.8232, 4.2894], [-5.6556, -2.0605, 4.2152]], "forces_ev_per_angstrom": [[0.419, -0.139, 0.176], [-0.400, -0.860, -0.691], [1.231, 0.036, 0.230], [-0.160, 0.203, 0.775], [-0.449, -1.745, -0.587], [-0.502, 1.302, -0.527], [-0.505, -0.184, -0.247], [-0.626, 0.196, 0.523], [0.189, 0.295, -0.080], [0.286, 0.275, -0.196], [-0.459, 0.416, 0.088], [-0.334, 2.992, 3.670], [0.079, -0.256, -0.060], [0.062, -0.034, 0.676], [0.137, 0.218, -0.108], [0.174, 0.030, 0.185], [0.350, -0.499, -0.305], [-0.022, -0.865, -0.005], [-0.917, 0.853, -0.053], [1.254, -3.593, -3.462], [-0.850, 0.397, -1.153], [-0.284, -0.338, 0.736], [0.064, 0.337, -0.239], [0.806, -0.569, -0.760], [0.795, 0.590, -0.930], [-0.581, 0.665, 0.014], [-0.100, -1.130, 0.321], [-0.366, -0.105, 1.612], [-0.229, 0.095, 0.207], [0.454, 1.963, -0.216], [0.485, -0.548, 0.406]]}



{"formula": "C12H12FN", "method": "ωB97M-V/def2-TZVPD", "energy_ha": -618.933317, "orbital_gap_ev": 7.8, "de_lowest_kcal_mol": 44.3, "homo_energy_ev": -7.35, "species": ["F", "H", "H", "H", "H", "H", "H", "C", "C", "H", "C", "C", "C", "H", "C", "C", "N", "H", "C", "C", "C", "H", "C", "H", "C", "H"], "xyz": [[-0.7284, 0.5314, 1.9117], [-1.1506, 0.7719, -1.4476], [-0.8925, 2.2105, -0.4365], [0.5276, -2.4478, -0.1954], [3.2526, 0.8187, -2.0109], [-4.2984, -0.3104, 0.0626], [3.7006, -1.0072, 1.6834], [3.6937, -0.0536, -0.1406], [-3.2917, -0.1445, -0.0128], [-3.1386, 2.0840, -0.4685], [-2.7066, 1.2507, 0.1398], [1.7429, -0.4864, 1.2890], [-1.2660, -1.4990, -0.1957], [4.8082, -0.1697, -0.3490], [-2.6587, -1.3107, -0.2203], [1.5126, 0.5784, -0.9010], [-0.4573, -2.3723, -0.3851], [-2.5879, 1.6632, 1.0911], [2.9048, 0.5113, -1.1409], [0.9450, 0.1897, 0.3216], [-0.4504, 0.3693, 0.5403], [0.9357, 1.0149, -1.6349], [3.1083, -0.5876, 1.0342], [1.1772, -0.7900, 2.0856], [-1.2693, 1.2485, -0.3964], [-3.4129, -2.0634, -0.2236]], "forces_ev_per_angstrom": [[-0.204, 0.027, -0.941], [-0.512, 0.883, 1.672], [0.811, 2.255, -0.121], [0.271, 0.907, 0.159], [1.793, 1.422, -3.804], [-2.647, 0.352, 0.210], [3.142, -2.348, 3.536], [0.954, -0.497, -0.383], [2.323, 1.051, 0.243], [-0.779, -1.098, 0.413], [0.893, -0.026, -3.406], [0.751, 1.854, -3.524], [2.737, 3.669, 2.184], [-1.601, 0.166, 0.617], [-1.756, 1.363, 0.306], [2.159, -0.442, 1.502], [-0.519, -2.640, -0.895], [-0.525, 0.087, 1.966], [-2.823, -2.053, 4.896], [1.653, -0.386, -0.476], [-2.033, -2.320, -1.072], [-1.286, 0.859, -1.412], [-2.809, 2.456, -3.538], [-0.479, -1.055, 2.387], [0.141, -3.029, -0.114], [0.343, -1.457, -0.402]]}



{"formula": "C12H12N2S2", "method": "ωB97M-V/def2-TZVPD", "energy_ha": -1370.349384, "orbital_gap_ev": 8.1, "de_lowest_kcal_mol": 22.4, "homo_energy_ev": -7.87, "species": ["S", "H", "C", "H", "H", "C", "C", "H", "H", "C", "C", "C", "C", "H", "C", "S", "C", "H", "N", "C", "H", "H", "C", "H", "N", "C", "H", "H"], "xyz": [[-1.0363, 0.7052, 1.8655], [0.8883, 1.5721, -0.0696], [2.9636, -0.1068, 1.7957], [-3.7807, 0.7909, -0.2034], [2.0419, -1.5949, 4.8363], [0.5661, 0.2419, 2.2480], [-1.4975, -0.3444, -1.1125], [3.9969, -1.0940, 3.4949], [2.5172, 0.8521, -0.4223], [1.9330, -0.9842, 3.8591], [1.6680, 0.3600, 1.3652], [-2.2054, 0.7497, -3.0623], [-2.3930, 0.5431, -1.7064], [3.8839, -0.0383, 1.2575], [-1.2808, 0.1346, -3.8155], [-1.5926, -0.8960, 0.5407], [0.6947, -0.5011, 3.4075], [-4.1540, 1.6402, -1.5866], [-3.3755, 1.1918, -1.0662], [-0.3017, -0.6479, -3.2228], [0.4975, -1.1006, -3.8390], [-2.8979, 1.3791, -3.6197], [-0.4414, -0.9038, -1.8307], [0.2876, -1.5822, -1.3569], [1.5401, 0.7514, 0.0317], [3.0730, -0.6846, 3.0833], [-0.1771, -0.6518, 4.0242], [-1.4181, 0.2185, -4.8958]], "forces_ev_per_angstrom": [[-1.350, 0.101, -1.548], [1.062, -1.203, -0.277], [-1.735, -0.164, 2.311], [0.943, 0.172, -0.689], [-0.308, 1.252, -1.818], [1.345, -0.821, -0.384], [0.979, -0.253, 0.542], [0.120, 0.420, -0.536], [-2.563, 0.203, 0.909], [0.160, -0.081, 0.622], [1.826, -0.807, 0.077], [-1.862, 1.194, -0.434], [0.843, -0.566, -0.826], [0.096, 0.337, -0.782], [1.056, -0.745, -1.037], [-0.543, 0.446, 1.202], [1.353, -0.312, 1.356], [1.340, -0.598, 0.119], [-3.066, 0.971, 1.821], [0.273, -0.939, 0.858], [-0.563, 0.179, 0.634], [-0.189, 0.014, 0.390], [0.794, -0.010, -2.123], [-0.601, 0.582, -0.039], [1.119, 1.440, -0.306], [-0.960, -0.855, -0.228], [-0.196, -0.077, -0.051], [0.628, 0.124, 0.237]]}



{"formula": "C12H12N6O2S", "method": "ωB97M-V/def2-TZVPD", "energy_ha": -1341.666624, "orbital_gap_ev": 8.6, "homo_energy_ev": -8.24, "species": ["H", "H", "C", "N", "N", "H", "C", "H", "N", "N", "N", "C", "C", "H", "H", "C", "H", "O", "H", "N", "C", "C", "C", "C", "H", "H", "C", "H", "C", "S", "C", "O", "H"], "xyz": [[-5.8072, -0.2752, 0.9397], [-3.5517, -1.5259, 1.7012], [0.1889, 1.9876, -0.1601], [0.4316, -3.3102, -0.5510], [1.8186, -2.7947, 1.2861], [-5.7039, 0.2959, -0.7303], [-3.0616, -0.7242, 1.1686], [-5.3275, -1.3855, -0.3380], [0.1521, 1.0381, 0.7280], [-1.0035, 2.2143, -0.7754], [0.7876, -1.5326, -1.8440], [-5.2472, -0.3565, 0.0092], [2.4365, 0.4014, 0.6527], [2.6915, 2.3284, 1.5299], [3.7764, 2.0185, 0.1508], [-3.8096, 0.0034, 0.2318], [2.1600, 0.3988, -1.3646], [0.1613, -2.7144, -1.7408], [2.1939, -1.9958, 1.7874], [2.2036, -0.2073, -0.5521], [2.7648, 1.8845, 0.5374], [1.4675, -1.3613, -0.7447], [-1.7351, -0.4591, 1.4265], [1.2437, -2.5165, 0.1030], [1.4125, -3.5484, 1.8131], [-1.1687, -1.0258, 2.1475], [-1.1396, 0.5717, 0.7115], [-1.1851, 2.8896, -1.4980], [-1.8874, 1.3035, -0.2366], [1.6684, 2.7929, -0.5979], [-3.2219, 1.0344, -0.4815], [2.5619, -0.1755, 1.7086], [-3.7814, 1.6015, -1.2103]], "forces_ev_per_angstrom": [[-0.103, -0.001, 0.020], [-0.059, -0.095, 0.066], [0.119, -0.206, 0.372], [0.355, -0.099, 0.831], [0.261, -0.259, 0.672], [-0.087, 0.016, -0.045], [0.038, -0.045, 0.062], [-0.084, -0.058, -0.041], [-0.046, 0.586, 0.020], [0.099, 0.146, -0.096], [0.471, 0.663, 0.335], [0.006, -0.025, 0.017], [0.592, -0.052, -0.062], [0.053, -0.197, -0.068], [-0.030, -0.010, 0.008], [0.036, 0.124, -0.078], [0.001, 0.039, 0.196], [-0.096, 0.000, -0.238], [-0.125, -0.125, -0.026], [0.415, 0.008, -0.568], [-0.393, 0.289, 0.092], [-0.728, -0.972, -0.010], [-0.028, 0.093, -0.078], [-0.379, 0.328, -1.327], [0.021, 0.002, 0.021], [0.073, -0.086, 0.093], [-0.630, 0.331, -0.513], [0.004, -0.058, 0.029], [-0.019, -0.546, 0.511], [0.341, 0.195, -0.185], [-0.070, 0.000, -0.021], [0.118, -0.011, 0.091], [-0.127, 0.028, -0.079]]}